Record 1
{
  "formula": "C4H13N2O2",
  "method": "ωB97M-V/def2-TZVPD",
  "species": ["N", "C", "C", "C", "O", "C", "N", "H", "H", "H", "H", "H", "H", "H", "H", "H", "H", "H", "H", "H", "O"],
  "xyz": [[0.225, -0.800, 2.593], [-0.194, -0.649, 1.172], [-0.710, 0.808, 0.993], [-0.306, 1.499, -0.380], [-1.167, 1.103, -1.378], [0.904, -1.299, 0.290], [0.547, -1.500, -1.137], [-0.548, -0.905, 3.237], [0.793, -0.027, 2.905], [-1.080, -1.256, 0.968], [-1.790, 0.871, 1.119], [-0.349, 1.472, 1.773], [-0.415, 2.555, -0.167], [0.753, 1.156, -0.570], [1.850, -0.798, 0.484], [1.027, -2.306, 0.682], [-0.392, -1.123, -1.234], [1.180, -0.900, -1.646], [0.475, 0.207, -3.620], [-0.591, 1.027, -2.483], [-0.213, 0.864, -3.601]],
  "e_homo_ev": -3.91,
  "charge": -1,
  "de_lowest_kcal_mol": 21.8,
  "orbital_gap_ev": 7.72,
  "lumo_energy_ev": 3.8
}

***

Record 2
{
  "formula": "C9H23F9N4NbO2S2",
  "method": "ωB97M-V/def2-TZVPD",
  "species": ["F", "C", "F", "C", "C", "Nb", "C", "C", "C", "S", "C", "F", "F", "S", "F", "F", "F", "F", "F", "H", "H", "H", "H", "H", "H", "H", "H", "H", "H", "H", "H", "H", "H", "H", "C", "O", "N", "N", "H", "H", "H", "H", "C", "O", "N", "N", "H", "H", "H", "H"],
  "xyz": [[2.519, 1.770, -0.456], [2.565, 1.326, 0.826], [3.208, 2.310, 1.558], [1.214, 1.047, 1.437], [0.234, 2.237, 1.276], [-1.442, 1.862, -0.259], [-2.884, 0.542, 0.920], [-3.104, -0.942, 0.582], [-3.277, -1.312, -0.888], [-4.758, -0.620, -1.669], [3.650, 0.193, 0.846], [4.767, 0.651, 0.262], [3.946, -0.095, 2.127], [3.243, -1.476, 0.018], [2.282, -1.822, 1.255], [4.489, -2.147, 0.809], [4.209, -1.205, -1.220], [2.030, -0.870, -0.791], [2.924, -2.911, -0.587], [1.409, 0.855, 2.501], [0.799, 0.127, 1.024], [-0.226, 2.437, 2.250], [0.785, 3.142, 0.997], [-0.492, 0.449, -0.990], [-2.439, 2.236, -1.731], [-2.153, 3.417, 0.466], [-0.346, 2.920, -1.294], [-2.449, 0.587, 1.935], [-3.853, 1.059, 0.995], [-4.006, -1.330, 1.090], [-2.258, -1.522, 0.982], [-3.449, -2.395, -0.953], [-2.388, -1.075, -1.483], [-4.803, 0.589, -1.106], [8.401, -4.065, 0.825], [9.136, -5.000, 1.098], [7.064, -4.068, 1.102], [8.862, -2.927, 0.215], [6.451, -3.305, 0.883], [6.687, -4.882, 1.547], [9.838, -2.889, -0.005], [8.273, -2.150, -0.018], [-7.573, 2.362, -1.965], [-6.380, 2.255, -1.777], [-8.382, 1.270, -2.157], [-8.204, 3.581, -2.003], [-9.369, 1.331, -2.315], [-7.938, 0.371, -2.131], [-7.628, 4.390, -1.868], [-9.186, 3.693, -2.161]],
  "e_homo_ev": -4.64,
  "charge": -1,
  "de_lowest_kcal_mol": 0.0,
  "orbital_gap_ev": 6.78,
  "lumo_energy_ev": 2.1
}

***

Record 3
{
  "formula": "C4H10N3",
  "method": "ωB97M-V/def2-TZVPD",
  "species": ["C", "C", "C", "C", "N", "N", "N", "H", "H", "H", "H", "H", "H", "H", "H", "H", "H"],
  "xyz": [[0.080, 0.984, -0.662], [-1.308, -0.762, 0.974], [-2.343, 0.160, 0.235], [-0.973, -0.019, -0.435], [0.029, 2.083, -1.130], [1.765, 0.526, 0.069], [2.159, -0.890, 0.254], [-0.893, -0.517, 1.915], [-1.624, -1.847, 0.974], [-3.246, -0.350, -0.140], [-2.565, 1.099, 0.659], [-1.069, -0.644, -1.387], [0.633, 2.667, -1.693], [2.475, 1.084, -0.436], [2.838, -1.031, 1.059], [1.294, -1.388, 0.291], [2.748, -1.153, -0.548]],
  "e_homo_ev": -13.82,
  "charge": 1,
  "de_lowest_kcal_mol": 122.3,
  "orbital_gap_ev": 10.33,
  "lumo_energy_ev": -3.5
}

***

Record 4
{
  "formula": "C15H28Cl2NO5",
  "method": "ωB97M-V/def2-TZVPD",
  "species": ["C", "C", "C", "O", "C", "N", "C", "O", "C", "C", "Cl", "C", "C", "Cl", "C", "C", "O", "C", "C", "O", "C", "C", "H", "H", "H", "H", "H", "H", "H", "H", "H", "H", "H", "H", "H", "H", "H", "H", "H", "H", "H", "H", "H", "H", "H", "H", "H", "O", "H", "H", "H"],
  "xyz": [[1.357, 2.498, 2.510], [-0.128, 3.181, 2.274], [-0.516, 3.140, 0.651], [0.549, 2.508, -0.148], [0.139, 1.204, -0.692], [0.138, 1.497, -2.207], [1.644, 1.455, -2.539], [2.360, 2.358, -3.215], [2.066, 0.054, -1.794], [3.617, 0.263, -1.209], [3.848, 1.779, -0.124], [4.711, -0.706, -1.548], [6.228, -0.464, -0.885], [4.424, -2.180, -2.696], [1.159, -0.087, -0.397], [0.398, -1.533, -0.546], [-0.012, -2.157, 0.722], [-1.127, -1.447, 1.365], [-2.619, -1.832, 0.769], [-2.932, -1.216, -0.529], [-3.743, 0.004, -0.391], [-4.745, 0.032, -1.730], [1.383, 1.341, 2.252], [1.625, 2.655, 3.642], [2.162, 3.058, 1.835], [-0.984, 2.708, 2.921], [-0.038, 4.319, 2.560], [-1.595, 2.677, 0.462], [-0.589, 4.266, 0.267], [-0.932, 0.787, -0.472], [-0.355, 2.368, -2.502], [1.925, -0.797, -2.584], [6.727, -1.519, -0.636], [6.081, 0.053, 0.177], [6.905, 0.205, -1.574], [1.774, -0.040, 0.609], [1.190, -2.274, -1.040], [-0.457, -1.402, -1.335], [-1.138, -1.813, 2.501], [-0.942, -0.272, 1.434], [-2.634, -3.016, 0.621], [-3.446, -1.627, 1.602], [-3.103, 1.007, -0.484], [-4.342, 0.095, 0.610], [-5.608, 0.808, -1.569], [-5.121, -1.085, -1.851], [-4.072, 0.333, -2.657], [-2.883, -5.089, 1.862], [-2.022, -5.164, 1.378], [-2.764, -5.223, 2.837], [-3.563, -5.707, 1.492]],
  "e_homo_ev": -10.65,
  "charge": 1,
  "orbital_gap_ev": 5.14,
  "lumo_energy_ev": -5.5
}

***

Record 5
{
  "formula": "H12O6",
  "method": "ωB97M-V/def2-TZVPD",
  "species": ["O", "H", "H", "O", "H", "H", "O", "H", "H", "O", "H", "H", "O", "H", "H", "O", "H", "H"],
  "xyz": [[2.955, -0.794, -1.379], [3.353, -0.264, -0.688], [2.361, -0.195, -1.830], [-0.512, 2.263, 1.304], [-0.830, 2.768, 0.556], [-0.207, 1.438, 0.924], [-0.318, -0.566, 0.456], [-0.160, -0.823, -0.453], [-1.148, -0.985, 0.683], [1.919, -0.249, 1.687], [1.067, -0.443, 1.297], [1.961, 0.707, 1.709], [-2.737, -2.154, 0.611], [-3.635, -2.236, 0.289], [-2.746, -2.599, 1.459], [-0.557, 1.080, -1.984], [-0.177, 1.036, -2.861], [-0.590, 2.015, -1.783]],
  "e_homo_ev": -10.38,
  "de_lowest_kcal_mol": 30.2,
  "orbital_gap_ev": 10.53,
  "lumo_energy_ev": 0.1,
  "smiles": "O.O.O.O.O.O"
}

***

Record 6
{
  "formula": "C6H11F3InO3",
  "method": "ωB97M-V/def2-TZVPD",
  "species": ["In", "C", "O", "O", "C", "F", "F", "F", "C", "C", "H", "H", "H", "H", "H", "H", "C", "C", "O", "H", "H", "H", "H", "H"],
  "xyz": [[-1.270, -2.376, -0.644], [2.726, -1.417, 0.312], [2.546, -0.057, 0.649], [1.555, -1.919, -0.123], [4.044, -1.602, -0.493], [5.085, -1.237, 0.228], [4.212, -2.884, -0.827], [4.046, -0.900, -1.622], [2.506, 0.972, -0.326], [1.917, 2.215, 0.335], [0.834, 2.080, 0.377], [2.266, 2.364, 1.353], [2.137, 3.063, -0.311], [1.969, 0.585, -1.201], [3.515, 1.239, -0.660], [2.877, -1.804, 1.333], [-5.595, 0.455, 0.781], [-4.712, -0.114, -0.311], [-3.784, -1.016, 0.068], [-6.315, 1.099, 0.271], [-5.010, 1.134, 1.403], [-6.117, -0.292, 1.373], [-4.178, 0.776, -0.725], [-5.253, -0.367, -1.238]],
  "e_homo_ev": -11.86,
  "charge": 1,
  "orbital_gap_ev": 2.30,
  "lumo_energy_ev": -9.6
}

***

Record 7
{
  "formula": "C35H27F6N5O2SSiTi",
  "method": "ωB97M-V/def2-TZVPD",
  "species": ["Ti", "C", "O", "C", "C", "C", "C", "C", "C", "C", "N", "C", "C", "N", "C", "C", "C", "C", "N", "C", "C", "N", "C", "C", "C", "C", "H", "H", "H", "H", "H", "H", "H", "H", "H", "H", "H", "H", "H", "H", "F", "C", "C", "F", "C", "F", "C", "S", "C", "F", "C", "F", "C", "Si", "C", "C", "N", "C", "C", "C", "C", "C", "C", "F", "H", "H", "H", "H", "H", "H", "H", "H", "H", "H", "H", "H", "H", "O"],
  "xyz": [[-2.130, 0.546, 0.814], [8.750, -3.859, -6.518], [7.850, -2.870, -6.922], [6.828, -2.570, -6.019], [5.919, -1.571, -6.433], [4.882, -1.195, -5.627], [4.670, -1.786, -4.346], [5.601, -2.796, -3.954], [6.656, -3.169, -4.784], [3.595, -1.369, -3.535], [2.681, -0.415, -3.823], [1.857, -0.361, -2.757], [2.215, -1.267, -1.767], [3.335, -1.908, -2.273], [1.565, -1.407, -0.528], [1.975, -2.237, 0.520], [1.253, -2.178, 1.726], [0.155, -1.366, 1.842], [-0.321, -0.593, 0.825], [0.392, -0.600, -0.343], [0.046, 0.383, -1.287], [-0.968, 1.266, -0.932], [-1.276, 2.232, -1.803], [-0.644, 2.418, -3.016], [0.397, 1.553, -3.377], [0.754, 0.539, -2.523], [9.476, -3.975, -7.323], [8.251, -4.821, -6.345], [9.279, -3.580, -5.598], [6.064, -1.108, -7.403], [4.189, -0.428, -5.949], [5.508, -3.295, -2.997], [7.334, -3.939, -4.438], [3.864, -2.628, -1.823], [2.853, -2.864, 0.420], [1.551, -2.763, 2.588], [-0.393, -1.317, 2.770], [-2.074, 2.901, -1.522], [-0.958, 3.230, -3.659], [0.944, 1.667, -4.304], [-4.975, 6.997, 0.167], [-5.009, 5.681, 0.450], [-3.871, 4.903, 0.349], [-2.713, 5.457, -0.040], [-3.940, 3.560, 0.649], [-2.773, 2.857, 0.524], [-5.095, 2.884, 1.054], [-5.111, 1.204, 1.405], [-6.220, 3.723, 1.140], [-7.402, 3.213, 1.523], [-6.185, 5.071, 0.851], [-7.302, 5.815, 0.957], [-4.058, -2.230, 2.059], [-3.267, -1.271, 3.462], [-4.671, -0.707, 4.587], [-2.257, -2.541, 4.443], [-2.279, 0.055, 2.893], [-1.612, 0.865, 3.772], [-1.617, 0.751, 5.181], [-0.897, 1.602, 6.007], [-0.122, 2.629, 5.491], [-0.086, 2.787, 4.109], [-0.808, 1.928, 3.324], [-0.761, 2.127, 1.965], [-4.618, -3.058, 2.506], [-3.299, -2.643, 1.393], [-4.720, -1.605, 1.463], [-5.319, -1.563, 4.800], [-5.266, 0.056, 4.082], [-4.333, -0.298, 5.541], [-2.922, -3.368, 4.716], [-1.798, -2.172, 5.359], [-1.466, -2.960, 3.815], [-2.206, -0.027, 5.638], [-0.951, 1.452, 7.079], [0.441, 3.289, 6.137], [0.495, 3.563, 3.626], [-2.930, -0.522, -0.053]],
  "e_homo_ev": [0.82, -2.01],
  "charge": -2,
  "s2": 2.071,
  "de_lowest_kcal_mol": 19.6,
  "multiplicity": 3,
  "orbital_gap_ev": [3.20, 6.01],
  "lumo_energy_ev": [4.0, 4.0]
}

***

Record 8
{
  "formula": "CH7O3",
  "method": "ωB97M-V/def2-TZVPD",
  "species": ["C", "O", "H", "H", "H", "H", "H", "O", "H", "H", "O"],
  "xyz": [[0.250, 1.116, -1.307], [0.888, -0.063, -0.872], [0.032, 1.731, -0.438], [0.949, 1.635, -1.984], [-0.591, 0.830, -1.932], [0.339, -0.589, -0.233], [-1.130, -1.870, 0.029], [-1.261, -1.044, 0.503], [-0.484, -0.811, 1.601], [0.762, -0.845, 2.480], [0.245, -0.091, 2.152]],
  "e_homo_ev": -4.06,
  "charge": -1,
  "de_lowest_kcal_mol": 20.5,
  "orbital_gap_ev": 8.52,
  "lumo_energy_ev": 4.5
}

***

Asked for maximum force across the records above, the calculation gives 0.0463 0.0308 0.0695 0.1694 0.0254 0.0544 0.0166 0.0445 hartree/bohr in order.